{"formula": "C21H26N4O3", "method": "ωB97M-V/def2-TZVPD", "spin_multiplicity": 1, "gap_ha": 0.288, "total_energy_ha": -1259.90135, "elements": ["C", "C", "O", "C", "C", "C", "N", "C", "N", "C", "N", "H", "C", "H", "H", "C", "O", "C", "C", "N", "C", "C", "C", "C", "C", "C", "H", "O", "C", "H", "H", "H", "H", "H", "C", "H", "H", "H", "C", "H", "H", "H", "C", "H", "H", "H", "H", "H", "H", "H", "H", "H", "H", "H"], "coordinates": [[-4.31404, -2.31271, 0.76296], [-4.74860, -1.01984, 0.10093], [-4.49967, 0.13554, 0.99884], [-4.39475, 1.27449, 0.39721], [-3.13579, 1.19330, -0.50245], [-3.11149, 1.79213, -1.57344], [-2.00865, 1.77520, -2.14994], [-0.87221, 1.40556, -1.85445], [-0.88353, 0.89114, -0.60933], [-1.92316, 0.79905, 0.17921], [-1.95271, 0.52691, 1.45118], [-2.87951, 0.12724, 1.72911], [-0.65991, -0.55497, 1.68722], [-0.88848, -0.96510, 2.66190], [0.07159, 0.31669, 1.99873], [-0.25129, -1.25749, 0.74925], [-0.91824, -2.17867, 0.15904], [1.19532, -1.21528, 0.37908], [2.06649, -2.13605, -0.24176], [3.23712, -1.84463, -0.21143], [3.36944, -0.57084, -0.08244], [4.42295, 0.34366, 0.13139], [4.38409, 1.68836, 0.36184], [3.06904, 2.15192, 0.81775], [2.01195, 1.46110, 0.45526], [2.23837, -0.04321, 0.39104], [1.05027, 1.50872, 0.90689], [3.16171, 3.60785, 0.86702], [1.81681, 4.02273, 1.31141], [2.15302, 5.07783, 1.40289], [1.18496, 4.05072, 0.33511], [1.43320, 3.63775, 1.99917], [5.26148, 2.28887, 0.31116], [5.48936, -0.25812, -0.32963], [4.28046, -2.84593, -0.74365], [5.23911, -1.99848, -0.96706], [4.02688, -3.34170, -1.79627], [4.57232, -3.46303, 0.31528], [1.48567, -3.58148, -0.44203], [1.95973, -4.22350, 0.21538], [1.70710, -3.93796, -1.35583], [0.31042, -3.63782, 0.02496], [0.33039, 1.32454, -2.47146], [0.66989, 0.19370, -2.65874], [1.11671, 1.89275, -1.99175], [0.45059, 1.82281, -3.45678], [-3.83775, 2.18270, -2.09119], [-4.29542, 1.87050, 1.29673], [-5.26475, 1.65985, -0.33748], [-4.53906, -0.73137, -0.80158], [-5.95960, -1.03064, -0.12102], [-3.25266, -2.25921, 0.63024], [-4.54148, -2.38534, 1.59465], [-4.63368, -3.23025, 0.16693]]}